# 1
44
Properties=species:S:1:pos:R:3:forces:R:3:mulliken_charge:R:1 method="wB97M-V/def2-TZVPD" homo_ev="-9.70 / -11.09" energy_ev=-27908.650 de_lowest_kj_mol=321.81 homo_lumo_gap_ha="0.22628 / 0.19107" s_squared=6.0280 spin_multiplicity=5 charge=+1
O 3.24499 2.37994 -1.77448 -3.895 -1.452 -1.132 -0.625
H 2.56286 3.05628 -2.09878 1.720 -1.013 0.741 0.336
Rh 0.24126 0.09572 -0.33857 0.966 -4.169 -0.743 0.258
N -1.28018 -0.71475 -1.31607 -2.061 -2.426 -1.176 -0.018
N 0.99490 -0.24881 -2.32512 0.632 -1.484 -0.414 0.915
O -2.54170 -1.10083 -0.81507 0.465 0.620 0.337 -0.461
O 2.08826 0.07340 -2.87178 -0.124 0.410 0.750 -0.774
C -1.09987 -1.23748 -2.55295 -1.065 1.011 2.942 0.084
C 0.17361 -0.99294 -3.08406 0.592 0.436 -0.942 0.398
C -2.28400 -1.91960 -3.08455 0.098 -0.785 -1.649 -1.281
C 0.67055 -1.35240 -4.42941 -0.444 -0.257 -0.819 -1.309
H -3.15597 -1.24593 -3.10157 0.376 -0.320 0.092 0.347
H -2.51885 -2.80898 -2.48440 -0.050 0.303 -0.145 0.305
H -2.05707 -2.24128 -4.10457 -0.323 -0.068 0.089 0.374
H 1.63705 -1.88845 -4.36678 -0.458 0.260 0.098 0.322
H 0.87596 -0.43088 -5.01713 -0.234 -0.640 0.231 0.309
H -0.07883 -1.99097 -4.92942 0.513 0.379 -0.030 0.366
H -2.60191 -0.70564 0.07486 0.149 -0.116 -0.533 0.345
H 2.65136 1.50277 -2.00107 2.443 2.450 0.325 0.273
O -0.75145 -2.72586 2.17336 0.002 -0.773 0.501 -0.594
H -0.78497 -3.29142 2.97226 0.001 0.542 -0.507 0.280
H -0.81284 -3.36087 1.44808 -0.024 0.136 -0.005 0.273
C 0.15901 1.86570 -0.43688 3.117 7.548 -0.658 -1.174
H 1.31376 1.61098 -0.06622 -1.416 0.786 -0.648 0.431
H 0.32612 2.01122 -1.54709 -0.288 -0.045 0.532 0.413
H 0.22230 2.89641 -0.04909 -1.237 -0.220 0.334 0.406
O -0.52573 4.77841 1.26288 -0.491 0.217 -0.379 -0.624
H -1.30205 5.15058 0.82122 -0.207 -0.471 0.116 0.314
H 0.03595 5.55001 1.22829 0.733 0.231 0.273 0.311
N 2.27436 -0.35330 0.40312 0.918 -0.832 0.366 -0.360
C 2.30394 -0.72820 1.84895 0.337 0.083 -0.444 -0.708
C 1.86900 0.43787 2.72279 0.338 0.095 0.328 -0.573
C 0.41897 0.90965 2.61829 -1.001 -0.172 0.013 -0.551
N -0.44021 0.13735 1.65415 -0.402 -0.411 1.740 -0.328
H 2.95038 0.39827 0.20659 -0.249 -0.352 0.092 0.241
H 2.55129 -1.14720 -0.18521 0.121 0.335 0.329 0.312
H 1.66740 -1.60810 1.99733 0.066 0.175 -0.120 0.350
H 3.33237 -1.00796 2.09473 -0.154 -0.030 0.254 0.421
H 2.03505 0.15904 3.77416 0.173 0.012 -0.373 0.359
H 2.52562 1.29674 2.52788 -0.017 -0.229 0.031 0.317
H -0.06030 0.80755 3.59979 0.159 0.233 -0.124 0.491
H 0.35669 1.96679 2.32698 0.020 -0.342 0.034 0.223
H -1.34676 0.60784 1.63743 0.236 -0.224 0.142 0.338
H -0.58430 -0.83486 1.97218 -0.036 0.567 0.152 0.268

# 2
11
Properties=species:S:1:pos:R:3:forces:R:3:mulliken_charge:R:1 method="wB97M-V/def2-TZVPD" homo_ev=-11.18 smiles="O=C=NC=O.C" energy_ev=-8776.729 de_lowest_kj_mol=93.21 homo_lumo_gap_ha=0.42611 charge=0
O -1.41333 -1.32231 0.93961 0.915 0.053 -0.406 -0.391
C -0.37560 -1.23603 0.41521 -0.376 -0.083 0.138 0.744
N 0.65622 -1.06969 -0.21418 -0.280 -0.179 0.191 -0.319
C 1.89846 -1.73785 -0.14445 0.253 0.018 -0.236 0.125
O 2.74168 -1.63608 -0.98607 -0.482 0.029 0.399 -0.427
H 2.02210 -2.34864 0.76325 0.010 0.017 -0.062 0.281
C -1.10761 1.87037 -0.15422 0.021 0.005 -0.005 -0.883
H -1.78971 1.01498 -0.14676 0.109 0.219 -0.009 0.154
H -1.51972 2.66607 0.47130 0.051 -0.115 -0.127 0.273
H -0.98204 2.22725 -1.17960 -0.042 -0.034 0.175 0.251
H -0.13045 1.57192 0.23591 -0.179 0.069 -0.058 0.191

# 3
110
Properties=species:S:1:pos:R:3:forces:R:3:mulliken_charge:R:1 method="wB97M-V/def2-TZVPD" homo_ev="-0.17 / -0.17" energy_ev=-155883.826 de_lowest_kj_mol=270.27 homo_lumo_gap_ha="0.13949 / 0.09658" s_squared=0.7526 spin_multiplicity=2 charge=-2
Na 15.31882 13.24836 14.44008 -0.554 0.482 0.579 0.841
C 14.86167 16.58218 14.93088 -2.778 -1.004 0.809 0.466
C 14.83070 15.92226 16.16386 -1.955 0.688 1.485 0.538
C 13.43022 15.85206 16.56285 0.942 -0.196 -0.887 0.525
C 12.61788 16.27654 15.48312 2.855 0.206 -0.272 0.544
C 13.50646 16.77063 14.48337 0.934 -0.819 1.354 0.622
C 13.21394 17.39242 13.19268 -1.537 -0.842 -1.315 -1.630
C 11.15696 16.24742 15.44163 -0.471 -0.454 0.766 -1.690
C 12.93926 15.55158 17.93658 0.394 0.443 0.015 -1.774
C 15.94662 15.66023 17.13519 0.769 -0.692 -0.613 -1.083
C 16.01466 16.93956 14.18411 2.499 0.627 -2.318 -1.787
H 12.60323 16.73848 12.48523 0.516 0.555 0.690 0.184
H 14.12954 17.58313 12.66375 0.394 0.357 -0.338 0.408
H 12.64094 18.30984 13.30965 -0.069 0.439 -0.200 0.317
H 10.85665 16.98013 16.19512 -0.920 0.162 -0.223 0.299
H 10.77112 15.25630 15.76466 0.027 0.454 -0.189 0.263
H 10.77380 16.45395 14.44742 -0.225 0.268 -0.043 0.444
H 13.14163 16.33394 18.68742 0.507 0.172 -0.116 0.266
H 13.37436 14.64110 18.33000 -0.241 -0.476 0.249 0.271
H 11.86667 15.56480 17.93816 -0.794 -0.710 0.011 0.438
H 15.88303 16.20866 18.09704 0.132 0.313 -0.521 0.233
H 16.92866 15.88351 16.57384 -1.102 -0.497 1.297 0.212
H 15.87996 14.58975 17.47308 0.546 0.675 -0.451 0.176
H 16.03953 18.01196 13.88705 0.032 -0.449 -0.022 0.331
H 16.18206 16.33312 13.26606 -0.472 0.422 -0.129 0.180
H 16.97078 16.74211 14.65412 0.204 0.155 0.802 0.395
F 14.65882 14.17976 11.34022 -0.543 -0.252 -0.665 -0.303
C 14.85875 12.98523 12.07854 2.765 1.722 2.160 -0.517
F 14.07903 12.03105 11.57334 -1.211 -1.323 -1.502 -0.358
C 16.33430 12.64056 11.69361 -2.852 0.701 0.390 0.726
F 16.74262 11.61677 12.47789 0.783 0.354 -0.196 -0.183
F 17.09928 13.76305 11.89838 0.135 -1.517 -0.341 -0.269
F 16.42822 12.21913 10.41399 1.105 0.081 -0.306 -0.212
O 18.94339 7.39492 14.07463 -1.665 -1.529 0.060 -0.501
C 19.16124 8.38015 14.95958 2.238 1.482 0.827 0.615
O 20.31845 8.75963 15.17711 -1.507 -1.022 -0.572 -0.654
C 18.01427 9.04859 15.55048 1.205 0.134 0.894 1.030
C 16.74924 8.83629 15.10218 -1.789 -0.084 -1.293 -0.514
C 15.74693 9.71390 15.44940 -1.228 0.701 0.283 -0.514
C 15.91237 10.79336 16.37987 -0.120 -0.712 -0.048 -0.369
S 14.68373 11.93209 16.82362 0.116 -0.396 -0.351 -0.307
C 17.19638 10.84470 16.95900 0.726 0.462 0.870 -0.444
C 18.21981 10.05148 16.52757 -0.308 -0.660 -1.052 -0.564
H 18.00593 7.03438 14.20074 1.864 0.944 -0.325 0.336
H 16.48817 8.06970 14.33088 0.285 0.662 0.670 -0.046
H 14.76516 9.62696 14.97281 0.281 -0.053 0.234 0.322
H 17.46543 11.53676 17.77673 -0.636 -0.081 -0.647 0.289
H 19.21732 10.22792 16.85133 0.621 -0.029 0.370 0.439
C 7.23342 9.55456 14.71126 0.936 0.634 -0.365 -0.881
C 8.43490 10.52761 14.96313 0.398 -1.046 0.718 -1.009
Sb 9.97344 10.71292 13.43591 0.697 1.231 0.132 0.570
C 11.36636 9.21717 14.30815 -0.683 1.481 -0.536 -0.926
C 10.63496 8.01459 14.81663 0.107 -0.733 0.176 -0.829
C 9.02624 9.89486 11.59410 -0.225 1.509 0.782 -0.730
C 9.77488 8.69077 11.07177 -1.463 -0.799 -1.330 -0.951
H 6.94128 9.12648 15.67086 -0.313 -0.104 -0.137 0.324
H 7.55663 8.71532 14.02310 -0.736 0.950 0.651 0.205
H 6.40330 10.18722 14.30211 0.521 -1.036 0.094 0.286
H 9.02646 10.26270 15.88282 -0.475 -0.202 -0.839 0.319
H 8.10464 11.51914 15.23050 -0.338 0.416 -0.316 0.565
H 11.85131 9.78968 15.11898 -0.031 -0.205 -0.464 0.466
H 12.07838 9.07653 13.49570 0.125 -0.357 0.171 0.351
H 10.25422 8.22317 15.82964 -0.321 -0.149 -0.537 0.263
H 11.31195 7.16514 14.93744 0.005 -0.167 -0.006 0.351
H 9.84383 7.71680 14.10651 0.110 -0.083 0.599 0.140
H 9.03398 10.80044 10.88683 0.123 -1.408 0.996 0.228
H 7.97072 9.75408 11.92933 0.686 -0.369 -0.679 0.386
H 10.83750 8.79676 11.00763 0.805 0.171 0.692 0.240
H 9.54662 8.53681 9.99511 -0.307 -0.172 0.406 0.360
H 9.47330 7.76309 11.60390 0.480 0.531 -0.230 0.254
C 11.37202 10.17870 6.27575 -0.390 -0.460 0.737 -0.959
Si 12.88360 11.07960 7.07891 -1.936 0.668 0.416 0.282
C 13.58013 10.17540 8.54930 -0.873 0.061 0.526 -0.802
C 14.13122 11.37512 5.74342 2.010 0.638 -0.465 -1.012
Ge 12.04495 13.21859 8.05346 0.353 -0.261 -1.028 0.271
Si 13.68546 14.87845 7.70120 0.508 0.941 1.073 0.332
C 13.43696 16.33735 8.93541 1.963 -0.517 0.041 -0.698
C 13.50870 15.72708 6.00964 0.776 0.339 0.220 -1.069
C 15.42255 14.06158 7.85331 -0.449 0.987 0.351 -0.699
Si 10.31716 14.09042 6.64968 -0.794 -2.237 0.167 0.402
C 9.92749 15.87739 6.94118 -0.494 0.394 1.696 -0.951
C 8.79653 12.95945 7.15463 0.358 0.395 -0.752 -1.095
C 10.81832 13.77590 4.81348 -0.138 1.715 0.041 -0.802
H 10.40591 10.58029 6.70184 1.007 -0.416 -0.609 0.182
H 11.42247 9.09920 6.60307 -0.078 0.881 -0.527 0.375
H 11.34525 10.23237 5.16300 0.009 -0.013 0.795 0.280
H 12.98170 9.27488 8.79497 0.522 0.293 -0.174 0.234
H 13.59887 10.81983 9.45166 0.110 -0.331 -0.515 0.064
H 14.58648 9.94567 8.26178 0.715 -0.563 0.230 0.347
H 14.12645 12.45469 5.46841 -0.074 -0.663 -0.036 0.184
H 14.08430 10.78226 4.81298 -0.361 0.147 0.422 0.409
H 15.17827 11.20798 6.13488 -0.983 0.131 -0.247 0.369
H 13.87248 16.01227 9.90482 -0.470 0.247 -0.355 -0.064
H 12.41933 16.62845 9.07411 -0.776 0.060 0.128 0.266
H 14.00729 17.24894 8.63369 -0.318 -0.623 0.018 0.362
H 12.64729 16.38676 5.87704 -0.127 -0.283 0.215 0.278
H 13.49088 14.94093 5.26372 0.250 0.177 -0.559 0.253
H 14.39786 16.40523 5.90952 -0.507 -0.764 -0.145 0.392
H 15.72655 13.96914 8.91366 -0.255 -0.028 -0.573 -0.019
H 16.16369 14.64031 7.31789 0.326 0.596 0.037 0.460
H 15.48866 13.11726 7.35316 -0.280 -0.824 0.015 0.101
H 10.27246 16.47103 6.10364 -0.161 0.410 -0.029 0.288
H 10.46118 16.19144 7.89275 -0.515 -0.161 -1.204 0.179
H 8.83088 16.00273 7.16557 0.999 0.074 -0.531 0.365
H 8.09420 12.70027 6.34275 0.209 0.221 0.242 0.340
H 8.24453 13.37307 7.98511 -0.327 0.504 0.194 0.364
H 9.17446 12.03628 7.57058 0.250 -0.386 -0.115 0.088
H 11.40977 12.87651 4.66724 0.032 -0.086 0.048 0.180
H 11.49344 14.68970 4.64862 -0.948 -1.356 -0.323 0.170
H 9.95389 13.77799 4.08830 0.860 0.133 0.709 0.378